[1]
A molecular structure, C3H7O7P3. Source: OMol25; level of theory: the ωB97M-V functional and the def2-TZVPD basis.

Geometry as ORCA input:
```
! wB97M-V def2-TZVPD RIJCOSX def2/J DEFGRID3
* xyz 0 1
C 2.08574 -0.13712 0.63789
C -0.47653 -1.25388 -0.40491
C 0.04317 1.65410 -0.25186
O -3.01957 -1.49475 0.73634
O -2.47787 1.54561 0.41536
O -0.28463 0.25596 2.11686
O -0.04053 -2.54648 -0.00102
O 0.15424 -0.92999 -1.58810
O 0.89374 1.70076 -1.31058
O 0.06453 2.80186 0.44974
P -2.46370 -1.25676 -0.56320
P -1.70349 1.06593 -0.73926
P 0.24673 0.05782 0.80712
H 2.59408 0.80098 1.03452
H 2.37280 -0.97542 1.19049
H 2.31286 -0.40109 -0.49495
H -0.59073 -2.79642 0.74173
H -0.03328 -1.60987 -2.40875
H 0.98813 0.77267 -1.48651
H -0.66568 2.74608 1.11910
*
```

Computed properties:
Total energy, Eh: -1669.191588
Frontier orbital gap, hartree: 0.2343
Relative energy (zero: lowest compared OMol25 entry of this formula, charge and spin), eV: 2.3633

***

[2]
A molecular structure, C2H7O2P2S. Source: OMol25; level of theory: the ωB97M-V functional and the def2-TZVPD basis.

Geometry as ORCA input:
```
! wB97M-V def2-TZVPD RIJCOSX def2/J DEFGRID3
* xyz -1 1
C -0.91738 -1.33166 0.01687
C -0.71492 0.08256 -0.44338
O 1.64621 1.68572 -0.53613
O 1.13634 0.44733 1.71554
P -1.84533 1.28276 0.14753
P 1.17989 0.49642 0.22982
S 3.41045 -0.96377 0.16965
H -0.68756 -1.41478 1.11573
H -0.07485 -1.95600 -0.43223
H -1.81821 -1.78362 -0.34286
H -0.78440 0.07123 -1.61677
H -2.72928 1.44838 -1.05415
H -1.01819 2.35377 -0.34748
H 3.21722 -0.41831 1.37787
*
```

Computed properties:
Total energy, Eh: -1311.838443
Frontier orbital gap, hartree: 0.2888
Relative energy (zero: lowest compared OMol25 entry of this formula, charge and spin), eV: 0.8930